Entry 1:
A gas-phase ion, C4H9I2N2 (charge +1). Source: the OMol25 dataset; level of theory: ωB97M-V/def2-TZVPD.

Geometry as XYZ:
```
17
Properties=species:S:1:pos:R:3:lowdin_charge:R:1
I -2.60 0.63 -0.22 0.941
I 2.45 0.23 -0.13 1.051
N 0.20 2.19 0.09 0.035
N 0.70 -1.50 -1.71 0.052
C -0.63 -0.46 0.05 -0.766
C -0.35 -0.85 1.44 -0.193
C 0.48 0.84 -0.51 -0.759
C -0.29 -1.62 -0.87 -0.232
H 0.69 2.41 1.08 0.206
H 0.22 0.72 -1.54 0.051
H -0.68 -0.22 2.30 0.106
H 0.60 3.00 -0.49 0.189
H -0.84 2.19 0.32 0.008
H -0.72 -1.88 1.55 0.099
H -0.99 -2.52 -0.77 0.154
H 0.75 -0.87 1.58 0.017
H 1.00 -2.28 -2.18 0.042
```

Values from the calculation:
Calculated total energy ... -862.37335 Eh
Orbital gap ... 8.621 eV
Maximum force ... 0.1032 hartree/bohr
ΔE to the lowest compared entry with this formula, charge and spin ... 38.7 kcal/mol
Total charge ... +1

=====

Entry 2:
2 unconnected molecules or ions with the total composition C4H9IN. Source: the OMol25 dataset; level of theory: ωB97M-V/def2-TZVPD.

Geometry as XYZ:
```
15
Properties=species:S:1:pos:R:3:lowdin_charge:R:1
I 0.93 -2.33 -2.41 0.513
N -0.53 -0.05 0.91 0.019
C -0.12 0.76 0.00 -0.105
C -1.46 0.21 -0.15 0.023
C -0.10 -0.61 2.10 0.012
C 0.90 1.53 -0.71 0.052
H 1.01 -0.35 2.20 0.147
H -1.57 -0.74 -0.72 0.103
H -2.44 0.55 -0.04 0.109
H -0.13 -1.64 2.09 0.080
H 1.69 1.58 0.05 0.110
H -0.56 -0.45 3.07 0.120
H 0.70 -1.97 -3.87 -0.384
H 1.11 0.97 -1.61 0.084
H 0.57 2.54 -0.92 0.117
```

Values from the calculation:
Calculated total energy ... -509.88511 Eh
Orbital gap ... 8.824 eV
Maximum force ... 0.0898 hartree/bohr
ΔE to the lowest compared entry with this formula, charge and spin ... 74.3 kcal/mol
Total charge ... +1

=====

Entry 3:
A gas-phase ion, C4H9IN3O2 (charge +1). Source: the OMol25 dataset; level of theory: ωB97M-V/def2-TZVPD.

Geometry as XYZ:
```
19
Properties=species:S:1:pos:R:3:lowdin_charge:R:1
I -2.30 -2.27 0.43 0.843
O -1.29 2.38 -1.21 -0.199
O -2.02 2.94 -0.27 -0.051
N 0.50 -1.75 1.06 0.013
N 2.90 -0.85 0.50 0.133
N 0.74 -0.64 -1.01 0.080
C 1.58 -1.06 0.20 -0.148
C -1.51 0.91 -1.23 -0.095
C -0.32 0.24 -0.32 -0.266
C -0.71 -0.81 0.89 -0.637
H -1.43 0.56 -2.37 0.169
H 3.71 -1.40 0.11 0.161
H 1.25 -0.21 -1.81 0.154
H -0.86 -0.21 1.89 0.128
H 3.13 -0.08 1.20 0.166
H -2.55 0.58 -0.81 0.123
H -2.04 2.37 0.55 0.125
H 0.92 -1.79 2.01 0.140
H 0.30 1.09 0.19 0.163
```

Values from the calculation:
Calculated total energy ... -769.74782 Eh
Orbital gap ... 6.875 eV
Maximum force ... 0.1373 hartree/bohr
ΔE to the lowest compared entry with this formula, charge and spin ... 134.4 kcal/mol
Total charge ... +1

=====

Copy entry 3 word for word.
A gas-phase ion, C4H9IN3O2 (charge +1). Source: the OMol25 dataset; level of theory: ωB97M-V/def2-TZVPD.

Geometry as XYZ:
```
19
Properties=species:S:1:pos:R:3:lowdin_charge:R:1
I -2.30 -2.27 0.43 0.843
O -1.29 2.38 -1.21 -0.199
O -2.02 2.94 -0.27 -0.051
N 0.50 -1.75 1.06 0.013
N 2.90 -0.85 0.50 0.133
N 0.74 -0.64 -1.01 0.080
C 1.58 -1.06 0.20 -0.148
C -1.51 0.91 -1.23 -0.095
C -0.32 0.24 -0.32 -0.266
C -0.71 -0.81 0.89 -0.637
H -1.43 0.56 -2.37 0.169
H 3.71 -1.40 0.11 0.161
H 1.25 -0.21 -1.81 0.154
H -0.86 -0.21 1.89 0.128
H 3.13 -0.08 1.20 0.166
H -2.55 0.58 -0.81 0.123
H -2.04 2.37 0.55 0.125
H 0.92 -1.79 2.01 0.140
H 0.30 1.09 0.19 0.163
```

Values from the calculation:
Calculated total energy ... -769.74782 Eh
Orbital gap ... 6.875 eV
Maximum force ... 0.1373 hartree/bohr
ΔE to the lowest compared entry with this formula, charge and spin ... 134.4 kcal/mol
Total charge ... +1